This record from the OMol25 dataset describes C47H51BCsGeN6S5Sb2Se as an isolated structure in a non-equilibrium geometry. The level of theory is ωB97M-V with the def2-TZVPD basis set.

Computed properties:
HOMO energy (spin up / spin down)   -1.70 / -1.69 eV
Total charge   -2
ΔE to the lowest compared entry with this formula, charge and spin   29.02 kcal/mol
2S+1   2
Frontier orbital gap (spin up / spin down)   5.181 / 4.487 eV
<S²>   0.773
Largest force on an atom   0.0295 Eh/bohr

The geometry in XYZ format:
```
115
Properties=species:S:1:pos:R:3:forces:R:3:mulliken_charge:R:1
Cs 0.031 0.998 -0.612 0.31 0.13 -0.43 1.818
C 5.662 1.493 -2.101 -0.30 -0.20 -0.10 -1.472
Sb 3.707 0.616 -1.631 0.94 -0.34 0.31 0.441
C 3.809 1.559 0.318 -0.20 -0.10 -0.23 -0.986
C 4.581 -1.249 -0.793 -0.26 0.47 0.19 -1.230
C 4.909 -2.198 -1.870 0.09 -0.27 -0.26 1.000
C 6.104 -2.022 -2.561 0.11 0.00 -0.08 -0.613
C 6.461 -2.823 -3.628 0.18 0.02 -0.09 -0.750
C 5.609 -3.838 -4.027 0.08 -0.07 -0.12 -0.699
C 4.428 -4.038 -3.341 0.04 -0.05 -0.10 -0.672
C 4.051 -3.244 -2.259 0.27 -0.01 -0.11 1.096
C 2.781 -3.535 -1.574 -0.57 0.11 0.14 -2.077
Sb 1.124 -2.134 -2.129 0.30 -0.94 -0.14 0.138
C 1.234 -2.765 -4.183 0.10 0.15 0.16 -1.435
C -0.345 -3.644 -1.633 0.03 0.22 0.08 -1.196
H 5.997 1.173 -3.083 0.06 -0.03 -0.11 0.357
H 6.408 1.228 -1.353 -0.02 -0.07 0.10 0.417
H 5.541 2.572 -2.109 -0.03 0.18 -0.02 0.408
H 4.814 1.476 0.726 0.11 -0.02 -0.08 0.467
H 3.108 1.107 1.013 -0.09 0.00 0.08 0.007
H 3.548 2.607 0.203 -0.04 0.19 0.09 0.350
H 3.834 -1.635 -0.103 -0.02 -0.01 0.12 -0.077
H 5.474 -0.958 -0.240 0.01 0.06 0.10 0.724
H 6.765 -1.225 -2.248 0.07 0.10 0.03 0.362
H 7.397 -2.655 -4.143 0.05 0.01 -0.03 0.388
H 5.872 -4.476 -4.860 -0.02 -0.03 -0.04 0.377
H 3.771 -4.841 -3.648 -0.09 -0.06 0.01 0.299
H 2.872 -3.480 -0.489 -0.02 -0.02 0.09 0.574
H 2.428 -4.532 -1.842 -0.03 -0.01 0.05 0.614
H 1.263 -3.850 -4.248 0.04 -0.13 0.08 0.472
H 2.121 -2.346 -4.643 0.17 0.05 -0.11 0.349
H 0.361 -2.385 -4.698 -0.16 0.08 -0.07 0.413
H -0.043 -4.626 -1.989 0.14 -0.02 -0.10 0.505
H -1.283 -3.371 -2.102 -0.23 0.03 -0.10 0.395
H -0.491 -3.679 -0.556 -0.01 0.03 0.07 0.061
S 2.125 5.927 5.768 0.05 0.11 0.13 -0.318
C 1.469 4.960 4.606 -0.06 -0.16 -0.19 0.014
S 0.351 5.510 3.407 0.12 -0.40 0.12 -0.186
C 0.109 3.972 2.546 -0.77 1.14 -0.64 0.020
C 0.826 2.910 3.056 0.79 -1.15 0.50 -0.537
S 0.842 1.330 2.487 0.08 0.20 0.44 0.282
S 1.839 3.274 4.460 -0.30 0.50 -0.37 0.111
S -0.925 3.964 1.227 0.24 0.14 0.23 -0.097
B 0.692 1.047 -4.708 -0.01 -0.17 0.27 0.494
N 0.795 2.372 -3.917 -0.05 0.11 -0.36 -0.309
C 0.228 3.532 -4.256 -0.11 0.56 -0.12 -0.243
C 0.516 4.463 -3.277 -0.18 0.20 -0.20 -1.190
C 1.281 3.748 -2.360 0.07 0.18 0.00 -0.206
N 1.431 2.491 -2.758 0.61 0.08 0.38 0.599
N -0.687 0.422 -4.391 0.12 0.14 -0.33 -0.038
C -1.853 0.766 -4.944 -0.58 -0.14 -0.15 -0.371
C -2.855 0.010 -4.365 -0.12 0.13 -0.24 -1.044
C -2.179 -0.785 -3.445 0.01 0.05 -0.03 -0.293
N -0.880 -0.515 -3.470 0.17 -0.60 0.66 0.355
H 0.724 1.305 -5.878 0.00 0.10 -0.34 -0.209
H 1.562 0.312 -4.347 0.16 -0.16 0.03 -0.255
H -0.325 3.643 -5.171 -0.05 -0.08 -0.09 0.408
H 0.220 5.495 -3.239 -0.05 0.11 0.01 0.412
H 1.738 4.104 -1.452 0.00 -0.06 0.19 0.414
H -1.908 1.499 -5.726 0.06 0.16 -0.11 0.415
H -3.907 0.036 -4.568 -0.19 0.05 -0.01 0.459
H -2.570 -1.540 -2.789 -0.07 -0.04 0.19 0.222
C 2.767 -2.495 3.128 0.31 -0.20 -0.14 -1.141
N 1.691 -1.823 3.792 -0.25 0.41 0.10 0.426
C 0.378 -1.980 3.503 -0.27 -0.59 -0.19 -0.376
Se -0.337 -3.162 2.351 -0.33 -0.35 -0.59 -0.261
N -0.334 -1.176 4.323 0.10 0.18 0.02 0.305
C 0.521 -0.461 5.126 0.57 0.11 0.45 0.095
C 0.308 0.459 6.137 -0.04 -0.15 -0.18 -0.648
C 1.424 0.981 6.767 0.08 -0.02 0.13 -0.666
C 2.710 0.597 6.403 -0.01 0.03 0.19 -0.614
C 2.930 -0.344 5.413 -0.08 -0.23 -0.17 -0.469
C 1.820 -0.876 4.784 -0.17 0.39 0.58 0.627
H 2.336 -3.149 2.371 0.03 0.05 0.06 0.242
H 3.336 -3.095 3.843 0.00 0.03 -0.03 0.343
H 3.428 -1.771 2.650 0.02 0.05 0.01 0.375
H -1.319 -1.012 4.188 -0.01 -0.12 -0.04 0.169
H -0.689 0.764 6.408 -0.15 0.08 0.02 0.347
H 1.300 1.719 7.545 -0.04 0.09 0.04 0.374
H 3.554 1.055 6.893 0.09 0.04 0.07 0.365
H 3.929 -0.645 5.141 0.12 -0.03 -0.08 0.415
C -4.270 3.460 3.981 -0.04 0.16 0.16 -0.622
C -4.980 3.483 2.793 -0.16 0.22 0.05 -0.711
C -4.666 2.600 1.774 -0.10 0.00 -0.12 0.156
C -3.641 1.675 1.914 0.01 -0.33 -0.43 -0.317
C -2.928 1.681 3.107 0.08 -0.13 0.05 -0.052
C -3.233 2.553 4.133 0.07 0.04 0.25 -0.435
Ge -3.009 0.427 0.467 -0.62 -0.32 0.30 -0.169
C -4.373 0.826 -0.962 0.24 -0.14 0.46 -0.178
C -5.380 -0.043 -1.361 -0.05 -0.15 0.03 0.089
C -6.238 0.279 -2.399 -0.18 -0.12 -0.16 -0.555
C -6.106 1.487 -3.062 -0.12 0.07 -0.17 -0.553
C -5.101 2.363 -2.683 -0.06 0.22 -0.15 -0.637
C -4.245 2.026 -1.652 0.06 0.11 0.04 -0.230
C -3.745 -1.320 1.170 0.10 0.56 -0.15 -0.316
C -3.527 -2.454 0.397 0.00 0.01 -0.07 -0.218
C -3.917 -3.710 0.820 -0.01 -0.20 -0.10 -0.533
C -4.532 -3.862 2.052 -0.06 -0.19 0.09 -0.504
C -4.751 -2.747 2.842 -0.07 -0.12 0.23 -0.608
C -4.361 -1.492 2.402 -0.02 0.14 0.10 0.037
H -4.508 4.157 4.776 0.00 0.02 0.01 0.318
H -5.779 4.204 2.658 -0.03 0.02 0.00 0.344
H -5.220 2.636 0.842 -0.08 0.01 0.01 0.276
H -2.092 0.999 3.210 0.14 -0.02 0.05 0.155
H -2.652 2.545 5.048 0.04 0.01 0.06 0.319
H -5.493 -0.990 -0.847 -0.07 -0.06 0.02 0.241
H -7.015 -0.417 -2.695 -0.04 -0.03 0.00 0.354
H -6.778 1.742 -3.874 0.00 0.01 -0.01 0.289
H -4.982 3.307 -3.201 0.01 0.05 -0.03 0.388
H -3.454 2.711 -1.363 0.04 0.10 -0.05 0.550
H -3.025 -2.338 -0.556 0.09 -0.09 -0.13 0.134
H -3.728 -4.576 0.197 0.02 -0.06 -0.04 0.385
H -4.825 -4.846 2.401 -0.01 -0.01 0.00 0.317
H -5.223 -2.858 3.812 -0.02 0.00 0.03 0.353
H -4.536 -0.626 3.030 -0.06 0.02 0.05 0.292
```
Forces are in eV/Å.

=====

This record from the OMol25 dataset describes one molecule with the formula C4H11N3 in a non-equilibrium geometry. The level of theory is ωB97M-V with the def2-TZVPD basis set.

Computed properties:
HOMO energy   -8.75 eV
Total charge   0
ΔE to the lowest compared entry with this formula, charge and spin   54.96 kcal/mol
Frontier orbital gap   9.668 eV
Largest force on an atom   0.0740 Eh/bohr

The geometry in XYZ format:
```
18
Properties=species:S:1:pos:R:3:forces:R:3:mulliken_charge:R:1
C 1.274 -0.838 -2.102 -1.47 -1.03 1.98 -1.304
C 0.524 -0.971 -0.619 -0.43 0.72 -2.92 -0.246
C 1.127 0.034 0.454 -0.35 0.95 -1.12 -0.641
N 0.162 1.103 0.862 2.04 -2.23 -0.96 -0.297
C -1.021 0.565 1.271 -2.83 1.18 2.25 0.504
N -2.016 1.586 1.046 -1.09 -0.41 -0.97 -0.610
N -1.184 -0.541 1.961 -0.67 1.52 -1.04 -0.662
H 1.436 0.072 -2.660 -0.43 0.72 0.55 0.346
H 2.197 -1.272 -1.910 2.28 -0.36 0.35 0.389
H 0.902 -1.561 -2.803 -0.92 -0.27 -0.33 0.377
H -0.635 -0.885 -0.859 2.38 0.19 1.08 0.268
H 0.677 -2.028 -0.251 -0.07 1.19 -0.56 0.200
H 2.162 0.514 0.205 -1.98 -1.13 0.32 0.367
H 1.134 -0.578 1.311 0.96 -0.56 1.22 0.325
H 0.325 2.057 0.565 -0.72 -0.46 0.07 0.288
H -1.813 2.010 0.123 -0.55 -0.25 0.94 0.236
H -3.056 1.396 1.133 2.13 -0.15 0.02 0.253
H -2.195 -0.665 2.273 1.73 0.38 -0.90 0.209
```
Forces are in eV/Å.

=====

This record from the OMol25 dataset describes one molecule with the formula C8H4N6 in a non-equilibrium geometry. The level of theory is ωB97M-V with the def2-TZVPD basis set.

Computed properties:
HOMO energy   -11.36 eV
Total charge   0
ΔE to the lowest compared entry with this formula, charge and spin   0.00 kcal/mol
Frontier orbital gap   11.067 eV
Largest force on an atom   0.0771 Eh/bohr

The geometry in XYZ format:
```
18
Properties=species:S:1:pos:R:3:forces:R:3:mulliken_charge:R:1
C 0.455 2.185 -0.777 -0.38 3.72 1.30 0.172
C -0.733 0.648 -2.202 -2.18 -0.10 -1.06 -0.128
C 1.966 -1.637 0.740 0.49 2.53 -0.85 -0.180
C 1.897 0.457 1.800 -0.62 -0.25 -1.87 0.010
C 3.003 0.393 -0.307 -1.28 -0.76 0.29 -0.359
C -0.584 -0.305 0.479 0.74 2.05 3.07 -0.956
C 0.437 0.890 -1.414 3.03 -0.19 0.18 0.524
C 1.832 -0.181 0.421 0.49 -0.26 0.56 1.660
N 0.514 3.209 -0.220 -0.07 -2.23 -1.11 -0.419
N -1.723 0.547 -2.790 1.16 -0.04 0.56 -0.410
N 2.006 -2.728 1.020 0.10 -2.39 0.57 -0.388
N 1.944 0.869 2.858 0.06 0.48 1.18 -0.391
N 3.794 0.951 -0.906 0.68 0.28 -0.40 -0.406
N 0.592 -0.112 -0.343 0.03 0.27 -0.82 -0.084
H -0.232 -0.941 1.319 -1.04 -0.18 -0.74 0.337
H -1.014 0.632 1.028 1.26 -0.92 -0.92 0.291
H -1.406 -0.597 -0.082 -1.21 -1.43 -0.99 0.425
H 1.351 0.938 -2.126 -1.27 -0.61 1.06 0.303
```
Forces are in eV/Å.

=====

This record from the OMol25 dataset describes a 2-piece molecular cluster, C3H8N2O overall in a non-equilibrium geometry. The level of theory is ωB97M-V with the def2-TZVPD basis set.

Computed properties:
HOMO energy   -8.85 eV
Total charge   0
ΔE to the lowest compared entry with this formula, charge and spin   59.18 kcal/mol
Frontier orbital gap   9.857 eV
Largest force on an atom   0.0242 Eh/bohr

The geometry in XYZ format:
```
14
Properties=species:S:1:pos:R:3:forces:R:3:mulliken_charge:R:1
C -0.939 2.310 0.925 0.61 -0.01 1.08 -0.770
C -1.479 1.109 1.118 -0.45 0.56 -0.59 0.103
O -0.707 0.062 1.495 0.03 0.22 0.38 -0.486
H -1.404 3.276 0.779 -0.52 -0.46 -0.22 0.283
H 0.096 2.370 1.246 0.21 0.07 -0.37 0.222
H -2.539 0.895 0.982 0.11 0.03 -0.08 0.291
H -1.001 -0.740 1.054 0.17 -0.23 -0.24 0.354
N 1.660 -0.419 -1.523 0.30 0.15 -0.08 -0.552
C 1.257 -1.686 -1.040 -0.38 -0.69 -0.32 -0.023
N 0.209 -1.943 -0.384 -0.22 0.41 0.25 -0.466
H 1.075 -0.073 -2.273 -0.06 -0.16 0.06 0.265
H 1.751 0.313 -0.832 -0.29 -0.19 0.28 0.287
H 1.877 -2.532 -1.349 0.36 0.26 -0.10 0.288
H 0.143 -2.942 -0.198 0.12 0.05 -0.04 0.204
```
Forces are in eV/Å.

=====

This record from the OMol25 dataset describes a 2-piece molecular cluster, C5H12NO2 overall in a non-equilibrium geometry. The level of theory is ωB97M-V with the def2-TZVPD basis set.

Computed properties:
HOMO energy (spin up / spin down)   -11.45 / -11.45 eV
Total charge   +1
ΔE to the lowest compared entry with this formula, charge and spin   72.14 kcal/mol
Frontier orbital gap (spin up / spin down)   7.318 / 7.319 eV
Largest force on an atom   0.0869 Eh/bohr

The geometry in XYZ format:
```
20
Properties=species:S:1:pos:R:3:forces:R:3:mulliken_charge:R:1
C -0.031 0.438 0.234 -3.27 2.65 1.49 0.361
C 0.240 -0.110 1.603 -0.68 2.13 -1.12 -1.281
C -1.812 2.049 0.995 -0.56 -1.41 0.29 -1.364
C 1.399 -1.858 -1.002 0.72 -2.74 0.12 -0.138
C -1.075 1.289 -0.016 3.11 -2.78 -0.92 0.729
N 2.108 -1.983 -2.123 -0.23 0.97 -0.27 -0.292
O 0.796 0.099 -0.774 2.11 -2.27 -2.33 -0.496
O -1.202 1.481 -1.380 -3.21 2.21 0.21 -0.551
H 0.266 -1.123 1.468 0.24 -2.95 0.25 0.408
H -0.616 0.129 2.226 0.14 -0.06 0.12 0.306
H 1.134 0.244 2.050 0.93 0.32 0.47 0.304
H -2.164 1.469 1.861 -0.71 -0.19 -0.80 0.332
H -2.526 2.662 0.514 -1.16 0.56 -0.03 0.368
H -1.134 2.643 1.498 1.56 1.89 0.73 0.397
H 0.465 -2.537 -0.920 1.04 2.10 -0.25 0.312
H 2.072 -1.881 -0.100 -1.13 0.62 -0.86 0.292
H 0.604 0.333 -1.728 -0.63 0.33 1.81 0.413
H 3.087 -1.705 -2.116 -0.27 -0.01 0.16 0.269
H 1.755 -2.074 -3.091 -0.25 -0.21 1.15 0.285
H -2.088 1.984 -1.495 2.24 -1.17 -0.21 0.346
```
Forces are in eV/Å.

=====

This record from the OMol25 dataset describes one molecule with the formula C4H4N2O in a non-equilibrium geometry. The level of theory is ωB97M-V with the def2-TZVPD basis set.

Computed properties:
HOMO energy   -9.49 eV
Total charge   0
ΔE to the lowest compared entry with this formula, charge and spin   57.94 kcal/mol
Frontier orbital gap   9.081 eV
Largest force on an atom   0.0242 Eh/bohr

The geometry in XYZ format:
```
11
Properties=species:S:1:pos:R:3:forces:R:3:mulliken_charge:R:1
O 0.111 2.517 0.663 0.21 -0.44 -0.10 -0.518
C 0.176 1.416 0.181 -0.53 0.31 0.14 0.489
C -1.022 0.502 0.066 -0.42 0.12 0.52 -0.468
C -0.823 -0.781 0.403 -0.21 0.40 -0.14 -0.179
N 0.476 -1.291 0.170 0.07 0.12 -0.04 -0.286
C 1.109 -0.376 -0.723 0.76 -0.13 -0.13 0.006
N 1.278 0.857 -0.487 -0.62 -0.24 -0.67 -0.377
H -1.966 0.926 -0.227 -0.29 0.16 0.72 0.355
H -1.575 -1.497 0.734 0.10 0.20 -0.28 0.377
H 1.055 -1.545 0.969 -0.23 -0.05 -0.11 0.266
H 1.181 -0.728 -1.750 1.16 -0.45 0.09 0.335
```
Forces are in eV/Å.